1.
64
Properties=species:S:1:pos:R:3:forces:R:3:nbo_charge:R:1 method="wB97M-V/def2-TZVPD" gap_ha="0.1530 / 0.1883" spin_multiplicity=4 s2=3.78 fmax_ha_per_bohr=0.006 charge=-2 e_homo_ev="-1.0 / -2.0"
Ni -0.269 -0.254 0.737 -0.2090 -0.1614 -0.0269 1.2436
S -5.604 3.914 3.462 -0.0030 -0.0073 0.0003 -0.2493
C -4.408 2.920 2.853 -0.0074 -0.0109 0.0245 -0.5735
S -4.601 1.922 1.474 -0.0086 0.0193 -0.0481 0.4609
C -2.993 1.238 1.406 -0.0175 0.0205 -0.0296 -0.4397
C -2.151 1.635 2.389 0.0397 -0.0162 -0.0192 -0.4058
S -0.487 1.176 2.581 -0.0033 0.1300 0.0761 -0.3833
S -2.845 2.761 3.536 0.0208 0.0310 -0.0009 0.4788
S -2.591 0.154 0.103 0.0630 -0.0320 -0.0312 -0.4432
S -0.481 -2.998 2.671 -0.0034 -0.0106 -0.0033 -0.1613
C -0.445 -2.192 1.261 0.1295 0.0691 -0.0320 -0.2222
O 2.752 1.991 -1.152 0.0886 0.0845 0.2621 -0.7566
C 2.604 1.320 -0.102 -0.0100 -0.0573 -0.0140 0.7781
O 1.575 0.687 0.240 0.1082 -0.0292 -0.1399 -0.8117
C 3.768 1.283 0.873 -0.0003 -0.0400 0.0067 -0.0660
C 4.970 1.906 0.559 0.0194 -0.0061 -0.0044 -0.2004
C 6.027 1.883 1.457 0.0023 -0.0025 0.0010 -0.2425
C 5.885 1.238 2.679 -0.0021 -0.0011 -0.0011 -0.2244
C 4.685 0.616 2.997 0.0031 0.0043 0.0005 -0.2278
C 3.629 0.638 2.097 0.0063 0.0115 0.0057 -0.1832
H 5.051 2.404 -0.399 -0.0054 0.0023 0.0026 0.2253
H 6.963 2.370 1.207 0.0005 -0.0008 -0.0023 0.1942
H 6.709 1.221 3.383 0.0019 -0.0018 0.0005 0.1946
H 4.568 0.115 3.950 -0.0024 -0.0006 0.0009 0.2057
H 2.683 0.166 2.329 0.0046 -0.0086 0.0057 0.2439
C -1.185 3.303 -4.478 -0.0228 -0.0307 -0.0015 -0.0452
N -1.872 2.301 -3.566 0.0564 0.0151 -0.0416 -0.3899
C -2.198 2.995 -2.237 -0.0297 0.0556 0.0522 -0.0694
N -1.027 3.561 -1.679 0.0127 -0.0087 -0.0422 -0.4508
C -0.404 4.491 -2.599 0.0085 0.0092 0.0696 -0.0633
N -0.032 3.873 -3.872 0.0483 -0.0168 -0.0356 -0.4587
C 1.061 2.888 -3.685 -0.0796 -0.0354 -0.0114 -0.5611
P 0.679 1.473 -2.528 -0.1786 -0.0627 -0.0276 0.9303
C -0.984 1.106 -3.345 0.0236 -0.0548 0.0743 -0.5930
C -0.088 2.534 -1.191 -0.0048 0.0067 -0.0116 -0.5701
H -1.924 4.079 -4.694 0.0038 -0.0040 0.0105 0.1946
H -0.923 2.768 -5.391 -0.0016 0.0106 -0.0123 0.2064
H -2.747 1.999 -3.994 -0.0032 0.0028 0.0191 0.4129
H -2.617 2.231 -1.579 -0.0114 -0.0434 0.0358 0.2728
H -2.935 3.766 -2.476 0.0020 -0.0090 -0.0141 0.1880
H 0.498 4.889 -2.135 -0.0088 0.0200 -0.0029 0.2149
H -1.097 5.314 -2.802 -0.0089 -0.0130 -0.0061 0.1836
H 1.936 3.412 -3.300 -0.0037 -0.0042 0.0171 0.2410
H 1.322 2.482 -4.666 0.0198 0.0219 -0.0132 0.2054
H -1.520 0.413 -2.696 -0.0346 -0.0375 0.0515 0.2746
H -0.837 0.630 -4.317 0.0012 -0.0011 -0.0206 0.2171
H 0.707 3.022 -0.634 0.0037 -0.0203 -0.0365 0.2532
H -0.629 1.888 -0.500 -0.0023 0.0884 -0.0195 0.2652
O -0.654 -3.011 0.129 -0.0098 0.0424 0.0040 -0.5551
C -0.506 -2.398 -1.064 -0.0120 -0.0619 -0.0408 0.7834
O -0.142 -1.222 -1.142 0.0207 0.0946 -0.0414 -0.7007
C -0.800 -3.211 -2.223 -0.0201 0.0629 0.0404 -0.1893
C -1.446 -4.461 -2.139 0.0385 -0.0374 0.0015 -0.1703
C -1.781 -5.157 -3.272 0.0002 0.0106 0.0154 -0.2507
C -1.471 -4.628 -4.548 0.0008 0.0119 0.0024 0.0446
C -0.794 -3.388 -4.640 0.0117 0.0039 0.0163 -0.2406
C -0.478 -2.702 -3.498 -0.0129 -0.0001 -0.0426 -0.1958
N -1.823 -5.312 -5.697 0.0243 -0.0245 -0.0244 0.4046
O -2.419 -6.422 -5.597 -0.0017 0.0086 -0.0007 -0.5576
O -1.537 -4.809 -6.825 -0.0140 -0.0021 0.0161 -0.5677
H -1.685 -4.860 -1.162 -0.0170 -0.0032 -0.0073 0.2233
H -2.287 -6.109 -3.223 -0.0036 -0.0006 -0.0002 0.2349
H -0.535 -3.018 -5.620 -0.0123 0.0063 0.0033 0.2302
H 0.051 -1.758 -3.550 0.0018 0.0141 -0.0093 0.2141

2.
54
Properties=species:S:1:pos:R:3:forces:R:3:nbo_charge:R:1 method="wB97M-V/def2-TZVPD" gap_ha=0.2373 fmax_ha_per_bohr=0.316 e_homo_ev=-7.3
C 6.983 0.209 -0.858 3.5845 -2.3161 -6.5161 -0.6081
C 5.703 0.386 -0.395 -6.5298 2.2610 0.2060 -0.0565
C 4.755 1.135 -1.177 -2.0984 -2.3570 3.1766 -0.1958
C 3.374 1.177 -0.652 0.4007 1.3094 -3.4781 0.0840
N 2.234 1.625 -1.307 -3.6923 0.8038 4.7031 -0.4183
C 1.216 1.604 -0.196 6.1606 -2.8924 -1.6891 0.3444
N 1.619 0.911 1.048 4.5653 3.2567 -10.7362 -0.5557
C 3.000 0.736 0.544 -0.0583 -2.9251 7.1088 0.1093
C 3.921 0.089 1.335 3.5149 -0.9476 -1.0300 -0.2025
C 5.280 -0.141 0.888 -5.7941 3.9259 -3.4602 0.0034
C 6.236 -0.596 1.719 0.5402 -9.3602 1.8371 -0.5272
H 7.041 -0.042 1.773 4.3212 2.5256 0.4347 0.1987
H 6.682 -1.858 1.060 -0.7276 3.3235 1.9229 0.1189
H 5.920 -1.022 2.700 0.1693 0.6589 -0.6892 0.2234
H 3.727 -0.326 2.288 -0.5795 -0.1475 0.9429 0.1997
H 1.097 0.790 1.826 -1.3107 -0.5767 2.9182 0.4252
C -0.037 2.032 -0.362 -8.6081 4.1750 0.7098 -0.1511
C -1.072 2.098 0.675 4.3160 0.0544 -5.1904 0.1062
N -2.161 2.696 0.361 -2.3026 -1.1059 6.7890 -0.5248
C -2.649 3.138 -0.625 -0.3121 2.6912 -11.0957 0.2231
C -1.785 3.212 -1.908 2.0327 -5.7365 13.8930 -0.2276
C -0.570 2.855 -1.486 6.3189 -2.1781 -4.8387 -0.1273
H 0.277 2.932 -2.373 -1.8363 -0.0126 2.3725 0.2264
H -2.135 3.702 -2.572 -3.5172 5.8969 -9.1746 0.1758
S -4.312 3.722 -1.138 0.3726 -1.6705 5.1348 0.1306
C -4.798 3.171 0.772 -5.8194 -4.0249 -5.5242 -0.4798
H -4.528 3.737 1.466 2.9752 5.8594 5.1408 0.1845
H -5.935 3.328 0.700 1.4540 -0.5012 0.2594 0.2224
C -4.482 1.757 1.413 0.9597 1.1594 -5.0634 0.7055
O -4.120 1.599 2.545 -0.7934 0.0939 0.3637 -0.5892
N -4.415 0.926 0.305 0.2592 -3.7392 -0.2527 -0.6347
C -3.870 -0.477 0.293 -1.8102 7.0758 5.0113 0.0605
C -3.666 -1.119 -0.748 2.5359 -8.4911 -3.9572 -0.2112
C -3.132 -2.543 -0.800 -1.6795 5.4863 4.5242 0.1115
C -2.705 -3.050 0.425 -4.3652 12.3849 -1.5829 0.2882
C -2.757 -2.058 1.638 3.6202 -11.4736 -1.9610 -0.2377
C -3.346 -1.000 1.437 -3.0964 7.9304 8.1122 -0.1788
H -3.469 -0.432 2.793 0.0595 -1.0967 -4.7940 0.2385
H -2.462 -2.668 2.530 -0.1928 1.4639 -0.4347 0.2228
O -2.235 -4.113 0.568 5.5668 -13.2140 3.2827 -0.4614
C -2.280 -5.074 -0.531 -1.9632 2.0803 -1.8624 -0.1310
C -2.226 -4.079 -1.695 9.8930 -10.6920 -7.2306 -0.0434
H -2.349 -4.766 -2.819 0.6593 0.6430 3.1340 0.1428
O -3.023 -3.197 -1.956 -7.2871 6.6424 -0.5757 -0.4718
H -1.154 -3.730 -1.977 -0.8895 -0.4333 1.4344 0.1683
H -1.539 -5.925 -0.657 -0.5939 1.6258 1.0175 0.2421
H -3.323 -5.446 -0.667 0.5985 -0.2280 0.9978 0.1959
H -3.899 -0.893 -1.670 -1.4956 2.0517 -4.6813 0.2066
H -4.656 1.199 -0.685 0.1488 0.3653 2.1019 0.4235
H -0.968 1.821 1.630 0.5606 -1.3463 3.5648 0.1786
H 4.853 1.469 -2.182 0.6000 0.2423 -0.5194 0.2236
H 7.695 0.733 -0.354 2.2625 1.0519 1.9072 0.2168
H 7.194 0.700 -2.037 -0.9717 -1.6509 3.2360 0.2031
H 7.251 -0.933 -0.905 -0.1250 2.0785 0.1005 0.2295

3.
54
Properties=species:S:1:pos:R:3:forces:R:3:nbo_charge:R:1 method="wB97M-V/def2-TZVPD" gap_ha=0.2736 fmax_ha_per_bohr=0.026 smiles="CC[C@@H](SC1=N/C(=C/c2ccccc2)C(=O)N1c1ccccc1)C(=O)Nc1cc(C)on1" e_homo_ev=-8.1
C 2.272 4.106 3.390 0.0616 -0.2113 0.0228 -0.6045
C 2.106 2.593 3.323 0.0024 0.2033 -0.1215 -0.4051
C 1.043 2.181 2.310 -0.1605 0.0358 -0.2140 -0.3953
S 1.558 2.644 0.602 0.2491 0.3876 0.4012 0.2434
C 0.260 1.788 -0.196 -0.4937 0.3229 0.4088 0.2663
N -0.956 1.854 0.210 0.5727 0.5961 0.3079 -0.4700
C -1.695 0.968 -0.565 -0.7587 -0.1167 0.1750 -0.0166
C -3.025 0.865 -0.314 0.8233 0.1396 -0.0740 -0.0558
C -4.077 0.087 -0.907 -0.5329 -0.3733 -0.2751 -0.1399
C -3.905 -0.794 -1.982 0.0510 0.0614 0.0463 -0.1199
C -4.982 -1.491 -2.494 -0.1123 -0.0472 -0.0178 -0.2321
C -6.248 -1.334 -1.952 0.0124 0.0149 0.0199 -0.1867
C -6.435 -0.468 -0.885 -0.1388 -0.0516 -0.0214 -0.2249
C -5.366 0.234 -0.370 0.2454 0.0097 -0.0503 -0.1564
C -0.767 0.315 -1.515 -0.1655 -0.4209 -0.5083 0.6425
O -0.939 -0.533 -2.363 0.0248 -0.0023 -0.0137 -0.5784
N 0.468 0.905 -1.233 -0.1771 -0.0287 -0.0591 -0.4883
C 1.702 0.573 -1.824 0.3528 -0.2147 -0.2565 0.2042
C 2.616 1.575 -2.124 -0.1332 -0.1062 -0.0377 -0.2494
C 3.844 1.238 -2.663 0.0586 0.0601 0.0175 -0.1957
C 4.155 -0.088 -2.914 0.0533 -0.0358 -0.0499 -0.2120
C 3.232 -1.081 -2.633 0.0146 0.0428 -0.0347 -0.1919
C 2.005 -0.758 -2.086 -0.0848 0.0942 0.0030 -0.2083
C 0.797 0.676 2.330 0.0243 0.2966 0.0664 0.6897
O -0.168 0.185 2.861 -0.1809 -0.1434 0.1664 -0.5812
N 1.775 -0.038 1.701 0.5778 -0.1632 -0.1027 -0.6338
C 1.733 -1.382 1.404 0.0380 -0.9393 -0.1954 0.3063
C 0.693 -2.319 1.628 0.2357 -0.4190 -0.2391 -0.3817
C 1.187 -3.472 1.088 -0.3247 0.6628 0.3159 0.3427
C 0.619 -4.835 0.964 0.2255 0.0648 -0.1446 -0.6612
O 2.414 -3.241 0.589 -0.4491 -0.7931 -0.0227 -0.2756
N 2.748 -1.942 0.785 0.3200 1.2542 0.3048 -0.1787
H 2.579 4.494 2.421 0.0422 0.1577 -0.0342 0.2096
H 3.030 4.368 4.123 0.0570 0.0940 0.0404 0.2177
H 1.336 4.580 3.672 -0.0839 0.0940 0.0072 0.2103
H 3.061 2.130 3.062 0.0080 -0.0730 0.0810 0.2043
H 1.800 2.210 4.300 0.0244 -0.0747 -0.0543 0.2269
H 0.095 2.684 2.510 0.0749 -0.2195 0.0462 0.2618
H -3.344 1.512 0.497 0.0487 0.0273 0.0271 0.2225
H -2.927 -0.927 -2.413 0.0778 0.0085 -0.0065 0.2455
H -4.832 -2.164 -3.325 0.0228 -0.0496 -0.0652 0.2146
H -7.085 -1.883 -2.357 -0.0653 -0.0416 -0.0302 0.2133
H -7.419 -0.342 -0.457 -0.0623 0.0157 0.0359 0.2150
H -5.518 0.909 0.460 0.0054 0.0723 0.0799 0.2092
H 2.363 2.609 -1.942 -0.0086 0.0834 -0.0727 0.2175
H 4.556 2.016 -2.891 0.0656 0.0603 -0.0209 0.2147
H 5.115 -0.346 -3.335 0.0838 -0.0187 -0.0373 0.2150
H 3.469 -2.115 -2.830 0.0268 -0.0987 -0.0022 0.2187
H 1.280 -1.526 -1.869 -0.0390 -0.0435 0.0594 0.2346
H 2.578 0.449 1.320 -0.2114 0.0323 -0.0116 0.4276
H -0.244 -2.139 2.108 -0.2045 -0.0434 0.1018 0.2633
H -0.276 -4.918 1.572 -0.0311 -0.0214 0.0223 0.2352
H 1.351 -5.574 1.283 -0.0159 -0.0861 0.0485 0.2355
H 0.365 -5.041 -0.075 -0.0467 -0.0549 -0.0320 0.2355

4.
56
Properties=species:S:1:pos:R:3:forces:R:3:nbo_charge:R:1 method="wB97M-V/def2-TZVPD" gap_ha="0.1745 / 0.2133" spin_multiplicity=2 s2=0.85 fmax_ha_per_bohr=0.083 charge=+1 e_homo_ev="-10.1 / -10.1"
V -0.560 1.269 -0.315 -3.2277 -2.2902 1.5323 1.2224
C -4.224 -1.102 -4.027 -1.2907 0.9077 -0.0620 -0.2627
O -3.244 -0.702 -3.086 -0.0939 -1.2052 0.2786 -0.4902
C -2.744 -1.696 -2.288 -0.6553 1.5631 1.1853 0.3420
C -3.027 -3.052 -2.334 1.0703 -0.0376 0.1638 -0.2962
C -2.240 -3.892 -1.528 0.7408 1.1760 0.6951 -0.1711
C -1.260 -3.373 -0.634 -2.2266 -1.2556 -0.6757 -0.2025
C -1.176 -2.013 -0.407 -0.5176 1.6395 -2.3897 -0.1697
C -0.133 -1.443 0.370 -0.1735 2.2357 1.8426 0.1377
N -0.237 -0.319 1.119 -0.7717 -1.5170 -1.9088 -0.2626
N 0.607 -0.332 2.154 -0.8093 1.5977 2.7687 -0.4660
C 0.062 0.137 3.396 0.8538 0.8631 -1.6051 0.6252
O -0.998 0.756 3.628 -0.3531 -0.4803 -1.5221 -0.7082
C 0.970 -0.012 4.548 0.5106 -1.9810 1.2372 -0.1481
C 2.319 -0.332 4.339 -0.2892 1.2845 -2.9937 -0.1696
C 3.221 -0.496 5.330 -0.6700 -0.0056 1.1875 -0.2155
C 2.742 -0.558 6.628 0.5114 -0.2874 0.1580 -0.1776
C 1.402 -0.355 6.891 -0.1386 0.1556 0.3069 -0.2287
C 0.478 -0.091 5.886 0.0315 0.1835 -1.3332 -0.1605
C -1.964 -1.149 -1.230 0.9698 -1.2407 -0.7670 0.2527
O -1.766 0.174 -1.281 1.4709 1.4453 1.3741 -0.6462
H -4.226 -0.246 -4.744 -0.3660 -0.9391 0.3791 0.2100
H -5.266 -1.229 -3.542 1.6039 0.2166 -0.6767 0.1857
H -3.947 -2.032 -4.522 -0.0179 0.1070 -0.1986 0.1815
H -3.741 -3.439 -3.044 0.0248 -0.1866 0.0334 0.2353
H -2.355 -4.954 -1.587 -0.1423 -0.3772 -0.0055 0.2271
H -0.827 -4.080 0.045 0.7211 -0.1615 0.0570 0.2301
H 0.805 -1.933 0.519 0.2068 -0.9229 0.4538 0.2238
H 2.708 -0.311 3.279 -0.6362 -0.0325 1.2604 0.2268
H 4.241 -0.492 5.084 1.2860 -0.5021 -0.0584 0.2152
H 3.397 -0.854 7.443 -0.0007 0.4058 -0.0412 0.2168
H 1.157 -0.357 7.939 -0.6178 -0.1961 0.0897 0.2188
H -0.609 -0.019 6.061 0.8062 0.2247 0.0336 0.2346
N -2.098 1.896 1.205 0.6334 -0.2859 0.1628 -0.6589
N -2.496 3.254 1.276 -1.3424 0.4212 0.3374 -0.4187
C -2.318 4.037 0.175 -0.5667 -0.4995 0.1221 0.3400
N -3.050 5.180 0.039 1.1987 -1.0214 -0.5432 -0.7572
S -1.205 3.471 -0.991 -0.3317 0.6944 -0.3722 -0.0147
H -2.819 1.238 0.875 -0.3221 0.8127 -0.1883 0.4067
H -1.869 1.519 2.145 0.6847 0.1861 0.4457 0.4706
H -3.200 3.501 2.013 0.9111 -0.3936 -1.1151 0.4177
H -3.380 5.630 0.865 -0.4400 0.2648 0.3676 0.4141
H -3.030 5.739 -0.825 0.3849 -0.6230 0.8112 0.4444
C 1.096 1.428 -1.073 2.2229 -0.8719 -2.0123 -0.4311
C 1.888 0.901 -1.882 0.1896 0.6583 1.3387 0.2334
C 2.896 0.391 -2.774 -1.0925 1.4107 -0.4002 -0.1232
C 2.408 0.125 -4.056 0.0433 -0.3220 -0.1965 -0.1684
C 3.243 -0.215 -5.107 0.5717 -0.0162 -0.1453 -0.2039
C 4.657 -0.179 -4.898 -1.8302 -0.3075 0.7794 -0.1537
C 5.111 0.108 -3.616 1.3734 -0.3977 0.3972 -0.2065
C 4.257 0.475 -2.571 0.4527 -0.7909 -0.7461 -0.1613
H 1.347 0.278 -4.156 -0.2338 -0.4795 -0.4905 0.2238
H 2.753 -0.545 -6.036 0.6640 0.4650 0.2894 0.2362
H 5.388 -0.418 -5.647 -0.0824 -0.1783 -0.3812 0.2338
H 6.204 -0.084 -3.405 -1.2987 0.8041 -0.2156 0.2356
H 4.649 0.795 -1.645 0.4000 0.0830 0.9555 0.2311

Per-record DFT total energy, eV: -158833.8059, -48164.4134, -48182.8973, -75349.2619